A structure of composition C35H21BrF5I2N3O2Ta in a non-equilibrium geometry, computed with ωB97M-V with the def2-TZVPD basis set.

The calculation puts the energy above the lowest of the compared OMol25 structures with the same formula, charge and spin at 0.000 eV. The calculation puts the HOMO-LUMO gap (spin up / spin down) at 0.204 / 0.204 Ha. Its net charge is +3. For the highest occupied orbital energy (spin up / spin down), the calculation gives -15.89 / -15.89 eV. The calculation puts the LUMO energy (spin up / spin down) at -10.341 / -10.337 eV.

```
70
Properties=species:S:1:pos:R:3:forces:R:3
H -8.5163 -0.5258 -2.5942 0.0 0.0 0.0
H 4.6697 1.0068 1.7823 0.0 0.0 0.0
H -6.4218 -0.9790 -1.3914 0.0 0.0 0.0
C -5.2338 -0.4344 -3.1439 -0.1 -0.1 0.1
F 0.5770 2.6370 -2.4873 -0.1 0.1 0.0
C -1.1656 -0.2589 -5.4456 -0.2 0.0 0.0
H 3.2451 -5.4275 0.7278 0.0 0.0 0.0
H 4.8059 -0.9695 1.2426 0.0 0.0 0.0
Ta 0.3682 0.3489 -0.5905 0.0 -0.7 0.4
H 4.1702 -0.9892 -1.7171 0.0 0.0 0.0
C -6.4167 -0.6371 -2.4161 0.1 0.1 -0.1
H -6.5010 0.6072 -6.2241 0.0 0.0 0.0
H -0.9210 -4.9607 -0.0894 0.0 0.0 0.0
C 2.8654 0.8494 0.6139 -0.2 -0.1 0.0
F -0.4008 1.5774 -6.8072 -0.1 -0.1 0.0
C -3.1901 -0.3134 -3.9914 -0.1 0.0 0.0
C 3.8756 -1.4307 0.9498 0.0 0.1 0.0
F 0.6743 2.9908 -5.0205 0.1 0.1 0.0
C 2.1161 -0.3175 -4.9392 -0.1 0.0 0.1
C 3.8863 1.5317 1.2542 0.0 0.0 0.0
N 1.6041 -1.1763 0.2070 0.1 -0.9 -0.2
C 3.7487 -0.7109 -2.6774 0.0 0.0 0.0
C 1.8764 2.9959 -0.0382 0.2 -0.1 0.1
C 2.3893 -4.8021 0.5085 0.0 0.0 0.0
C 0.3257 -1.4868 -3.9155 0.0 0.0 0.0
C -0.0378 -1.2893 -5.4101 0.1 0.0 -0.1
C -7.6181 0.0789 -4.4749 0.0 0.0 0.1
H -8.5901 0.2680 -4.9084 0.0 0.0 0.0
F -0.2297 -2.4583 -6.0399 0.0 0.0 0.0
H -0.6878 -2.5237 -0.0621 0.0 0.0 0.0
O -1.2560 -1.5025 -1.9862 -0.2 0.0 0.0
H 1.1124 3.5771 -0.5313 0.0 0.0 0.0
H 2.9390 4.7357 0.6195 0.0 0.0 0.0
C 2.5480 -3.3972 0.5258 0.0 0.0 -0.1
H 3.8572 0.3624 -2.8436 0.0 0.0 0.0
H -1.8221 -0.3075 -6.3115 0.0 0.0 0.0
C 0.1144 1.6244 -3.2794 -0.2 0.5 0.1
H 3.0630 0.1723 -5.1106 0.0 0.0 0.0
C 1.0109 -0.2873 -5.9330 -0.1 0.1 0.0
F 0.2870 -2.8085 -3.5312 -0.1 0.0 0.0
C 1.1665 -5.3535 0.2518 0.0 0.0 0.0
H 1.0384 -6.4268 0.2438 0.0 0.0 0.0
C -0.8080 -0.7363 -3.0942 0.0 0.2 -0.1
H 4.7079 3.4432 1.7484 0.0 0.0 0.0
C 3.7698 -2.7939 0.8764 0.0 0.0 0.0
C 3.9020 2.9238 1.2462 0.0 0.0 0.0
C -7.5702 -0.3792 -3.1006 0.0 0.0 -0.1
N -4.0413 0.0368 -5.0229 0.2 0.0 0.0
C 0.1893 1.8441 -4.5987 -0.2 -0.4 0.0
I -1.0254 -0.4210 2.1241 -0.2 -0.1 -0.4
O 2.3538 -1.0730 -2.6366 0.0 0.1 -0.1
N -3.9487 -0.5976 -2.8374 0.1 0.1 0.0
H 4.6220 -3.4204 1.1124 0.0 0.0 0.0
H -1.2252 -2.4439 -2.2283 0.2 0.0 0.1
C -5.2484 -0.0111 -4.5420 -0.2 0.0 0.0
C -6.4966 0.2654 -5.1988 0.1 0.0 0.0
C 1.4484 -2.5623 0.2345 0.1 0.2 0.0
C 2.9066 3.6547 0.6086 0.0 0.0 0.0
C -0.1015 0.8643 -5.7016 0.0 0.0 0.1
H -3.5663 -0.8984 -1.9546 0.0 0.0 0.0
C 2.7859 -0.6302 0.6002 -0.1 0.1 0.0
C -0.2859 0.5166 -2.4621 0.4 -0.1 -0.1
C 1.7145 -0.9225 -3.8193 0.1 -0.2 0.0
C 0.1905 -3.1480 0.0377 0.0 0.0 0.1
Br 1.5225 -0.4713 -7.7501 0.0 0.0 -0.1
I -1.1759 1.0522 4.3252 0.0 0.2 -0.1
C 1.8338 1.5847 -0.0407 0.3 1.2 0.1
H 4.2466 -1.2684 -3.4703 0.0 0.0 0.0
C 0.0559 -4.5145 0.0443 0.0 0.0 0.0
C -1.8540 -0.3894 -4.1428 0.0 -0.1 0.2
```
Positions in Å, forces in eV/Å.